(1)
This record from the OMol25 dataset describes a 2-piece molecular cluster, C2H11N2O overall. The level of theory is ωB97M-V/def2-TZVPD.

Output
HOMO-LUMO gap	11.677	eV
net charge	+1
relative energy (zero: lowest compared OMol25 entry of this formula, charge and spin)	39.6	kJ/mol

Geometry (Å):
C 0.8500 0.9087 2.3037
N -0.0902 0.8493 1.1266
H 1.0005 -0.0914 2.6741
H 0.4368 1.5696 3.0480
H 1.7777 1.3522 1.9785
H -1.0517 0.8518 1.4641
H 0.0582 1.6011 0.4663
H 0.1038 -0.0469 0.5703
N 0.3466 -1.3856 -0.5203
C -0.6552 -0.9266 -1.4806
O -0.5184 0.4520 -1.6331
H 1.2136 -1.5310 -1.0175
H 0.0833 -2.2592 -0.0766
H -1.6624 -1.1167 -1.1022
H -0.5835 -1.4703 -2.4130
H -0.0198 0.6468 -2.4336

***

(2)
This record from the OMol25 dataset describes a 2-piece molecular cluster, C2H11N2O overall. The level of theory is ωB97M-V/def2-TZVPD.

Output
HOMO-LUMO gap	11.308	eV
net charge	+1
relative energy (zero: lowest compared OMol25 entry of this formula, charge and spin)	57.9	kJ/mol

Geometry (Å):
C 0.0277 -0.2980 1.6948
N -1.1809 -0.1276 0.9119
C 1.2334 -0.6882 0.7475
N 0.7300 -0.6196 -0.6670
H -0.0833 -1.1570 2.3457
H 0.3351 0.5275 2.3349
H -2.0053 -0.4511 1.4062
H -1.3529 0.8315 0.6255
H 1.4783 -1.7264 0.9299
H 2.0536 0.0127 0.8443
H 0.9619 0.2632 -1.1182
H 1.0862 -1.3173 -1.3169
H -0.3160 -0.7079 -0.5174
H -0.3112 0.7852 -2.7327
H -1.3199 1.8532 -2.7018
O -0.6324 1.4713 -2.1292

***

(3)
This record from the OMol25 dataset describes a 3-piece molecular cluster, C2H11N2O2 overall. The level of theory is ωB97M-V/def2-TZVPD.

Output
HOMO-LUMO gap	9.552	eV
net charge	+1
relative energy (zero: lowest compared OMol25 entry of this formula, charge and spin)	165.7	kJ/mol

Geometry (Å):
C 0.6040 -0.5847 -0.6206
C 0.0222 -0.1486 0.5079
N 0.4058 1.1512 1.0787
N 0.4899 -1.8184 -1.1737
H 1.1595 0.1364 -1.2064
H -0.5862 -0.7155 1.1948
H 1.2565 1.1093 1.6425
H 0.5166 1.8511 0.3379
H -0.3979 1.5281 1.5857
H 0.3590 -1.7432 -2.1776
H 0.3467 -2.6945 -0.7314
H -2.3977 -0.7562 3.6440
H -1.8575 0.6105 4.0178
O -1.9448 0.0373 3.2628
H 1.2486 0.1987 -3.9544
H 0.0573 1.0593 -4.0062
O 0.7180 0.7791 -3.4019

***

(4)
This record from the OMol25 dataset describes a 3-piece molecular cluster, C2H11N3O overall. The level of theory is ωB97M-V/def2-TZVPD.

Output
SMILES string	C=O.CN.NN
HOMO-LUMO gap	8.880	eV
relative energy (zero: lowest compared OMol25 entry of this formula, charge and spin)	237.8	kJ/mol

Geometry (Å):
C -1.9874 0.7948 -0.8683
O -2.1673 -0.1318 -0.1168
H -2.2925 1.8283 -0.6207
H -1.6891 0.6454 -1.9209
C 0.1143 -2.0767 0.9130
N -0.2874 -0.7279 1.2477
H 0.6029 -2.0744 -0.0622
H -0.7744 -2.7038 0.8437
H 0.8106 -2.5290 1.6356
H -0.7628 -0.6991 2.1416
H 0.4814 -0.0065 1.1252
N 1.1357 1.5260 -0.0353
N 1.8928 0.9451 -1.0959
H 0.1052 1.5729 -0.2519
H 1.4753 2.4725 0.1031
H 1.7940 -0.0611 -1.0251
H 1.5487 1.2251 -2.0128

***

(5)
This record from the OMol25 dataset describes a 2-piece molecular cluster, C2H11N3O overall. The level of theory is ωB97M-V/def2-TZVPD.

Output
SMILES string	NCN.NCO
HOMO-LUMO gap	10.265	eV
relative energy (zero: lowest compared OMol25 entry of this formula, charge and spin)	117.3	kJ/mol

Geometry (Å):
N -1.0746 1.0881 2.0493
C 0.2195 1.1157 2.9352
N 1.3136 0.1876 2.3405
H -1.2647 1.8598 1.4182
H -0.9609 0.2682 1.4642
H 0.5117 2.1718 2.8383
H 0.0551 0.7303 3.9225
H 1.0865 -0.7900 2.7886
H 2.2433 0.4886 2.5965
N 0.3288 -0.1561 -2.2153
C -0.4039 -0.7290 -3.3376
O -0.7419 -2.1745 -3.1066
H -0.2077 -0.3620 -1.3202
H 1.3216 -0.3193 -2.1770
H -1.3128 -0.1709 -3.5801
H 0.2001 -0.9128 -4.2753
H -1.3136 -2.2953 -2.3411

***

(6)
This record from the OMol25 dataset describes a 3-piece molecular cluster, C2H11N3O2 overall. The level of theory is ωB97M-V/def2-TZVPD.

Output
SMILES string	[H]/N=C(/N)NC.O.O
HOMO-LUMO gap	9.366	eV
relative energy (zero: lowest compared OMol25 entry of this formula, charge and spin)	140.3	kJ/mol

Geometry (Å):
H -1.0476 1.1098 -0.9070
N -0.3978 0.3740 -0.6787
C -0.2348 0.0501 0.5646
N 0.5371 -1.0072 0.8521
N -0.8472 0.7957 1.6098
C -0.6910 2.2106 1.8935
H 1.1481 -1.5044 -0.0044
H 0.9735 -1.1513 1.7429
H -0.5515 0.3131 2.4584
H -0.9262 2.7740 0.9644
H -1.2266 2.3799 2.8208
H 0.3000 2.5965 2.1515
O 1.2688 -2.3507 -1.1167
H 0.3659 -2.7178 -1.2498
H 1.2117 -1.9531 -2.0163
O 0.1791 -1.0136 -3.1909
H -0.5617 -0.7972 -2.5992
H 0.5001 -0.1085 -3.2949

***

For the records above, the corresponding total energy values read -267.3096; -267.3026; -342.5253; -322.1942; -322.2401; -397.5145 a.u..